{"formula": "C2H11N3O2", "method": "wB97M-V/def2-TZVPD", "homo_energy_ev": -9.2, "e_tot_ev": -10816.07343, "e_above_lowest_kcal_mol": 53.1, "homo_lumo_gap_ha": 0.360, "species": ["O", "O", "N", "N", "N", "C", "C", "H", "H", "H", "H", "H", "H", "H", "H", "H", "H", "H"], "positions_angstrom": [[2.44, 4.70, -1.39], [3.68, -4.09, 0.53], [-0.59, 0.83, -1.28], [-0.24, -0.98, 0.29], [-1.76, 0.60, 0.87], [-0.87, 0.19, -0.13], [-3.09, -0.14, 0.85], [0.25, 0.46, -1.74], [3.85, -3.43, -0.04], [-3.75, 0.42, 1.54], [4.16, -4.30, 1.31], [-2.97, -1.15, 1.24], [1.77, 4.05, -1.34], [-0.91, -1.51, 0.67], [-3.59, -0.27, -0.04], [3.23, 4.26, -1.68], [-2.06, 1.65, 0.75], [0.45, -1.31, -0.40]]}

***

{"formula": "C4H6OS", "method": "wB97M-V/def2-TZVPD", "homo_energy_ev": -9.4, "e_tot_ev": -17125.24167, "e_above_lowest_kcal_mol": 66.6, "homo_lumo_gap_ha": 0.376, "species": ["S", "O", "C", "C", "C", "C", "H", "H", "H", "H", "H", "H"], "positions_angstrom": [[-1.71, -1.26, -0.11], [2.18, -0.48, 0.03], [-0.49, 1.13, 0.09], [-0.79, 2.20, -0.22], [-0.24, -0.30, 0.39], [0.92, -1.03, -0.37], [2.08, 0.41, 0.33], [0.90, -2.08, 0.05], [0.87, -0.99, -1.51], [-2.63, -0.40, 0.44], [-0.04, -0.37, 1.45], [-1.05, 3.16, -0.57]]}

***

{"formula": "C22H26ClFN2O3", "method": "wB97M-V/def2-TZVPD", "homo_energy_ev": -8.7, "e_tot_ev": -47580.00937, "e_above_lowest_kcal_mol": 434.4, "homo_lumo_gap_ha": 0.331, "species": ["Cl", "F", "O", "O", "O", "N", "N", "C", "C", "C", "C", "C", "C", "C", "C", "C", "C", "C", "C", "C", "C", "C", "C", "C", "C", "C", "C", "C", "C", "H", "H", "H", "H", "H", "H", "H", "H", "H", "H", "H", "H", "H", "H", "H", "H", "H", "H", "H", "H", "H", "H", "H", "H", "H", "H"], "positions_angstrom": [[7.82, -2.63, 1.07], [6.69, -2.07, -1.66], [-5.56, -0.66, -0.29], [-4.33, -5.04, 0.21], [-0.58, 2.68, 0.34], [3.00, 1.32, -1.27], [-3.41, -1.68, -0.43], [2.05, 0.42, -0.55], [-4.05, -3.60, 0.52], [5.36, -0.16, -0.68], [6.80, -1.43, 0.75], [-3.84, -2.84, -0.70], [0.25, 2.07, -0.46], [-4.45, 1.45, 1.06], [-2.71, 3.37, 1.38], [-5.68, -5.23, -0.31], [6.27, -0.80, 1.76], [-4.35, -0.54, -0.10], [6.28, -1.07, -0.79], [5.42, 0.57, 1.43], [1.35, 3.14, -1.22], [3.90, 1.85, -0.04], [-4.05, 2.90, 1.57], [4.95, 0.74, 0.21], [2.43, 2.60, -1.85], [-3.71, 0.82, 0.26], [-1.82, 2.31, 0.54], [1.10, 1.11, 0.15], [-2.43, 1.19, -0.03], [4.95, 1.02, 2.36], [3.02, 3.24, -2.14], [-5.81, -6.40, -0.34], [1.51, -0.15, -1.50], [-5.58, -4.77, -1.51], [2.48, -0.33, 0.13], [-2.29, 4.06, 1.86], [-4.55, 3.43, 2.17], [-5.02, -3.21, 1.06], [1.77, 3.66, -0.17], [-3.30, -3.69, 1.15], [-1.72, 0.42, -0.55], [1.39, 1.28, 1.15], [0.84, 3.92, -1.37], [1.98, 1.89, -2.60], [4.59, 2.43, -0.66], [-5.47, 1.42, 1.42], [-2.40, -1.59, 0.20], [5.12, -0.03, -1.85], [3.54, 2.08, 0.74], [-3.11, -3.20, -1.40], [-6.42, -4.85, 0.31], [0.18, 0.30, 0.46], [-4.94, -2.58, -1.21], [-0.09, 1.65, -1.42], [6.63, -0.81, 2.85]]}